No. 1
Molecular formula: C30H35FN5O4PdS2
Method: DFT, the ωB97M-V functional and the def2-TZVPD basis

Summary:
Gap between HOMO and LUMO (spin up / spin down) (eV): 6.10 / 5.63
2S+1: 3
Total charge: -1

CARTESIAN COORDINATES (ANGSTROEM)
1 Pd 9.0144 9.1667 16.0068
2 C 10.7624 11.9144 19.2008
3 C 9.7840 11.4052 20.3111
4 C 10.5617 11.1922 21.6514
5 C 8.8737 10.1799 19.9890
6 C 7.6964 10.2422 20.8099
7 C 6.6848 9.2777 20.7838
8 C 6.8194 8.2810 19.8668
9 C 7.9328 8.1683 19.0311
10 C 7.9588 6.8301 18.2259
11 C 9.2469 6.0176 17.8234
12 C 6.9036 6.7686 17.0544
13 C 8.9185 9.2024 18.9701
14 N 9.8107 9.2509 17.9004
15 C 11.1769 8.9962 18.1774
16 C 11.5463 8.2062 19.2446
17 C 12.8373 7.6946 19.3829
18 C 13.8713 8.0122 18.4974
19 C 13.5410 8.8427 17.3628
20 C 12.2760 9.3867 17.2894
21 F 12.0301 10.3539 16.3732
22 H 10.8593 13.0076 19.2377
23 H 10.3706 11.6816 18.1839
24 H 11.7553 11.4473 19.2944
25 H 9.0325 12.1687 20.4987
26 H 10.8669 10.1444 21.7756
27 H 9.9644 11.4733 22.5137
28 H 11.4698 11.7890 21.6974
29 H 7.5961 11.1103 21.4797
30 H 5.8170 9.4136 21.4535
31 H 6.0225 7.5858 19.7124
32 H 7.5109 6.1773 18.9923
33 H 10.1186 6.6145 17.5409
34 H 8.9879 5.4529 16.9207
35 H 9.5431 5.3125 18.6470
36 H 7.3661 6.4593 16.1299
37 H 6.3439 7.7016 16.8752
38 H 6.2091 5.9539 17.3287
39 H 10.7774 7.8719 19.9088
40 H 12.9808 7.0919 20.2793
41 H 14.8553 7.5441 18.5216
42 H 14.3297 9.0641 16.6362
43 S 11.2061 5.9051 13.8026
44 C 10.9700 7.1368 14.7757
45 N 10.8032 8.1188 15.4239
46 C 6.6530 14.1122 15.5142
47 N 6.7215 12.7050 15.7133
48 C 5.6341 11.9146 16.2610
49 C 6.3565 10.5883 16.4683
50 O 5.7611 9.5776 16.8382
51 N 7.6861 10.7251 16.0942
52 C 7.8607 11.9772 15.6986
53 N 9.0518 12.5485 15.4222
54 H 5.7839 14.5079 16.0500
55 H 6.4689 14.2943 14.4098
56 H 7.5979 14.5479 15.7825
57 H 4.8136 11.8694 15.5299
58 H 5.2823 12.3596 17.1967
59 H 9.6622 11.9800 14.8246
60 H 9.0667 13.5274 15.1359
61 C 10.2858 7.2742 7.6773
62 C 9.9383 8.0147 8.9523
63 C 10.4435 9.2904 9.1400
64 C 10.1666 10.0109 10.3040
65 C 9.4468 9.4133 11.3193
66 C 8.8835 8.1667 11.1221
67 C 9.0944 7.4844 9.9358
68 S 8.9573 10.3669 12.8165
69 O 7.7337 11.1254 12.6167
70 O 8.7674 9.2625 13.8741
71 O 10.0961 11.2763 13.1082
72 H 10.7461 7.9814 6.9741
73 H 9.3662 6.8611 7.2067
74 H 11.0164 6.4326 7.7711
75 H 11.1005 9.7257 8.3769
76 H 10.5596 11.0131 10.4405
77 H 8.2530 7.7188 11.8695
78 H 8.6777 6.4863 9.7823

Atom charges from the Mulliken analysis, given in e for atoms 1 to 5: atom 1 (Pd): 1.011, atom 2 (C): -1.543, atom 3 (C): 0.512, atom 4 (C): -1.628, atom 5 (C): 0.136


No. 2
Molecular formula: C30H35MnN3O2
Method: DFT, the ωB97M-V functional and the def2-TZVPD basis

Summary:
Gap between HOMO and LUMO (spin up / spin down) (eV): 5.36 / 7.18
2S+1: 6

CARTESIAN COORDINATES (ANGSTROEM)
1 Mn -0.1272 -0.2265 -0.1200
2 C 4.1779 -0.6833 -0.1510
3 C 4.6066 0.6540 -0.3488
4 C 3.6762 1.6432 -0.4280
5 C 2.2977 1.3467 -0.3093
6 N 1.8871 0.0313 -0.1524
7 C 2.8405 -0.9294 -0.0719
8 C 1.2704 2.3251 -0.3312
9 C 1.4759 3.7252 -0.3611
10 C 0.4008 4.5646 -0.3840
11 C -0.9094 4.0333 -0.3754
12 C -1.0546 2.6744 -0.3323
13 N -0.0061 1.8280 -0.3181
14 H 4.8800 -1.4980 -0.0606
15 H 5.6588 0.8866 -0.4370
16 H 3.9844 2.6666 -0.5847
17 H 2.4879 -1.9395 0.0804
18 H 2.4782 4.1259 -0.3512
19 H 0.5536 5.6352 -0.4067
20 H -1.7800 4.6704 -0.3954
21 H -2.0302 2.2062 -0.3168
22 C -2.6549 -1.8994 -2.6407
23 C -3.0702 -0.4295 -2.6540
24 C -1.8896 0.4802 -2.9921
25 C -3.8355 -0.0815 -1.3931
26 C -5.2018 0.1611 -1.5007
27 C -5.9893 0.4099 -0.3905
28 C -5.3996 0.4091 0.8639
29 C -4.0412 0.1754 1.0320
30 C -3.4600 0.1989 2.4322
31 C -2.8281 -1.1316 2.8450
32 C -2.5054 1.3702 2.6631
33 C -3.2552 -0.0661 -0.1129
34 O -1.9464 -0.2706 0.0540
35 H -2.0885 -2.1593 -3.5373
36 H -3.5291 -2.5488 -2.5849
37 H -2.0373 -2.1049 -1.7668
38 H -3.7886 -0.3024 -3.4709
39 H -1.0113 0.2834 -2.3666
40 H -2.1428 1.5346 -2.8768
41 H -1.5813 0.3162 -4.0261
42 H -5.6524 0.1479 -2.4865
43 H -7.0486 0.5974 -0.4995
44 H -6.0042 0.5951 1.7440
45 H -4.3147 0.3633 3.0975
46 H -1.9885 -1.3907 2.2018
47 H -3.5580 -1.9400 2.7883
48 H -2.4639 -1.0720 3.8727
49 H -1.6045 1.2730 2.0556
50 H -2.2014 1.4082 3.7101
51 H -2.9765 2.3209 2.4064
52 C 0.2457 -3.3252 -1.1255
53 C 0.0851 -2.2130 -0.1232
54 O 0.0742 -2.4061 1.0759
55 H -0.6660 -3.9254 -1.1121
56 H 1.0732 -3.9665 -0.8154
57 H 0.4070 -2.9485 -2.1316
58 N 0.8114 -0.0445 3.1195
59 C 0.5454 0.2868 4.4424
60 C 0.4869 1.6231 4.8381
61 C 0.2543 1.9508 6.1627
62 C 0.0765 0.9606 7.1191
63 C 0.1384 -0.3691 6.7264
64 C 0.3692 -0.7082 5.4039
65 H 0.5280 -0.9698 2.8273
66 H 0.5650 0.6762 2.4558
67 H 0.6254 2.4030 4.0985
68 H 0.2092 2.9938 6.4491
69 H -0.1068 1.2207 8.1527
70 H 0.0017 -1.1558 7.4573
71 H 0.4131 -1.7486 5.1065

Atom charges from the Mulliken analysis, given in e for atoms 1 to 5: atom 1 (Mn): 0.694, atom 2 (C): -1.099, atom 3 (C): -0.319, atom 4 (C): -1.233, atom 5 (C): 1.243


No. 3
Molecular formula: C30H35N7O2PPdS3
Method: DFT, the ωB97M-V functional and the def2-TZVPD basis

Summary:
Gap between HOMO and LUMO (eV): 6.93
Total charge: +3

CARTESIAN COORDINATES (ANGSTROEM)
1 Pd -0.6648 1.3285 1.4192
2 N 1.5666 4.6993 2.1696
3 C 2.4894 4.2971 1.2153
4 C 3.6143 4.9312 0.6970
5 C 4.3231 4.2368 -0.2681
6 C 3.9339 2.9467 -0.6751
7 C 2.8159 2.3250 -0.1519
8 C 2.0701 3.0316 0.7906
9 N 0.8961 2.7116 1.4637
10 C 0.6438 3.7269 2.2703
11 C -0.5294 3.6934 3.1261
12 C -0.9912 4.5589 4.0635
13 S -2.4326 3.9584 4.7481
14 C -2.3570 2.5972 3.7425
15 N -1.3180 2.5742 2.9512
16 H 1.5496 5.5859 2.6479
17 H 3.9031 5.9280 1.0039
18 H 5.1826 4.7028 -0.7325
19 H 4.5168 2.4364 -1.4307
20 H 2.5423 1.3273 -0.4631
21 H -0.5708 5.4969 4.3887
22 H -3.1079 1.8215 3.7660
23 S 0.0710 0.0816 -0.3347
24 C -1.2773 -0.8335 -0.8162
25 N -1.2273 -1.7358 -1.7549
26 C -2.4319 -2.4941 -2.1272
27 C -3.6356 -1.6008 -2.0362
28 N -3.6838 -0.9760 -0.7038
29 C -5.0405 -0.8041 -0.1288
30 C -5.6378 -2.1444 0.2129
31 C -6.7551 -2.6031 -0.4735
32 C -7.3023 -3.8417 -0.1637
33 C -6.7276 -4.6241 0.8255
34 C -5.6085 -4.1688 1.5135
35 C -5.0656 -2.9311 1.2105
36 C -2.5854 -0.6209 -0.1068
37 S -2.5325 0.0306 1.4659
38 C -0.0027 -2.0674 -2.5191
39 C -0.1494 -1.6260 -3.9531
40 C -0.3062 -0.2744 -4.2535
41 C -0.4651 0.1293 -5.5689
42 C -0.4613 -0.8136 -6.5907
43 C -0.2991 -2.1580 -6.2958
44 C -0.1483 -2.5654 -4.9762
45 H -2.5220 -3.3614 -1.4684
46 H -2.2985 -2.8356 -3.1520
47 H -4.5453 -2.1861 -2.1550
48 H -3.6134 -0.8120 -2.7921
49 H -5.6325 -0.2989 -0.8934
50 H -4.9574 -0.1494 0.7345
51 H -7.2136 -1.9878 -1.2397
52 H -8.1789 -4.1902 -0.6922
53 H -7.1557 -5.5869 1.0692
54 H -5.1706 -4.7752 2.2949
55 H -4.2055 -2.5706 1.7663
56 H 0.1162 -3.1502 -2.4573
57 H 0.8444 -1.6003 -2.0230
58 H -0.2925 0.4663 -3.4601
59 H -0.5827 1.1789 -5.8027
60 H -0.5803 -0.4965 -7.6178
61 H -0.2904 -2.8917 -7.0902
62 H -0.0182 -3.6176 -4.7488
63 N 5.5325 2.4773 2.3253
64 C 5.9959 1.1225 1.8802
65 P 4.5396 -0.0123 2.1477
66 O 3.5907 0.8726 2.8906
67 O 4.2187 -0.7474 0.8847
68 C 5.1071 -1.3978 3.2541
69 N 5.2051 -2.6203 2.3796
70 H 4.6668 2.2775 2.8857
71 H 5.2428 3.0640 1.5327
72 H 6.2289 2.9862 2.8664
73 H 6.8644 0.8425 2.4729
74 H 6.2793 1.1589 0.8312
75 H 4.3291 -1.5636 3.9963
76 H 6.0480 -1.2333 3.7730
77 H 4.7103 -2.3289 1.4951
78 H 4.7657 -3.4415 2.7923
79 H 6.1684 -2.8654 2.1528

Atom charges from the Mulliken analysis, given in e for atoms 1 to 5: atom 1 (Pd): 0.388, atom 2 (N): -0.069, atom 3 (C): 0.537, atom 4 (C): -0.950, atom 5 (C): -0.941


No. 4
Molecular formula: C30H35N7OS5SiZr
Method: DFT, the ωB97M-V functional and the def2-TZVPD basis

Summary:
Gap between HOMO and LUMO (eV): 5.94

CARTESIAN COORDINATES (ANGSTROEM)
1 Zr -0.7117 0.0731 0.4943
2 C 2.0271 3.1588 1.8161
3 C 2.3229 3.9315 0.7015
4 C 1.5216 3.8370 -0.4161
5 C 0.4745 2.9265 -0.4479
6 N 0.2055 2.1578 0.6258
7 C 0.9568 2.3065 1.7346
8 N -0.2735 2.8836 -1.6238
9 C -1.0879 1.9763 -1.9885
10 N -1.4298 0.7577 -1.3851
11 C -2.4123 0.1383 -2.1535
12 N -3.0610 -0.9477 -1.9670
13 C -3.0012 -1.7803 -0.8563
14 C -3.6388 -3.0187 -0.9723
15 C -3.6765 -3.8805 0.0956
16 C -3.1085 -3.4942 1.3082
17 C -2.5080 -2.2709 1.3706
18 N -2.4282 -1.4280 0.3127
19 C -2.6707 0.9857 -3.3447
20 C -3.5258 0.8015 -4.4135
21 C -3.5550 1.7968 -5.3841
22 C -2.7528 2.9345 -5.2724
23 C -1.8977 3.1069 -4.1903
24 C -1.8748 2.1086 -3.2364
25 H 2.6052 3.2171 2.7288
26 H 3.1692 4.6083 0.7147
27 H 1.6994 4.4248 -1.3056
28 H 0.6734 1.6953 2.5806
29 H -4.0813 -3.2598 -1.9283
30 H -4.1529 -4.8492 0.0026
31 H -3.1364 -4.1300 2.1818
32 H -2.0734 -1.9170 2.2958
33 H -4.1425 -0.0873 -4.4797
34 H -4.2106 1.6929 -6.2411
35 H -2.7994 3.6952 -6.0432
36 H -1.2687 3.9847 -4.0903
37 O 5.8350 0.0798 3.0688
38 C 4.7531 -0.0526 2.5549
39 S 3.3266 -0.6868 3.3927
40 C 2.2270 -0.6088 2.0243
41 C 2.7086 -0.1130 0.8710
42 S 1.8270 0.0996 -0.6087
43 S 4.3983 0.3646 0.8687
44 S 0.5924 -1.2007 2.3036
45 C -1.6435 3.6011 3.4832
46 Si -2.2045 1.8045 3.4963
47 C -3.9259 1.7492 4.2282
48 C -1.1318 0.9137 4.7438
49 C -2.2671 1.1479 1.7521
50 H -2.1659 4.1690 4.2614
51 H -1.8531 4.0801 2.5198
52 H -0.5686 3.6951 3.6727
53 H -3.9487 2.2827 5.1862
54 H -4.2486 0.7165 4.4095
55 H -4.6582 2.2163 3.5589
56 H -1.3784 1.3102 5.7369
57 H -0.0591 1.0637 4.5856
58 H -1.3023 -0.1674 4.7577
59 H -2.4779 2.0227 1.1272
60 H -3.1567 0.5150 1.6992
61 C 4.4004 -4.4787 -0.1874
62 C 3.7810 -3.0897 -0.0984
63 N 2.3235 -3.0972 -0.2238
64 C 1.5350 -2.8556 -1.2626
65 S -0.1446 -2.6370 -0.9190
66 N 1.9577 -2.7396 -2.5260
67 C 3.3009 -2.6833 -3.1167
68 C 3.8775 -1.2746 -3.1926
69 H 5.4893 -4.4124 -0.1111
70 H 4.1464 -4.9724 -1.1272
71 H 4.0390 -5.1103 0.6272
72 H 4.2056 -2.4071 -0.8289
73 H 3.9965 -2.6550 0.8759
74 H 1.8013 -3.0998 0.6380
75 H 1.2088 -2.4287 -3.1199
76 H 3.2027 -3.0967 -4.1193
77 H 3.9642 -3.3445 -2.5748
78 H 3.2481 -0.6328 -3.8143
79 H 4.8790 -1.3055 -3.6331
80 H 3.9341 -0.8171 -2.2038

Atom charges from the Mulliken analysis, given in e for atoms 1 to 5: atom 1 (Zr): -0.912, atom 2 (C): -1.244, atom 3 (C): -0.602, atom 4 (C): -0.427, atom 5 (C): -0.104


| no. | largest force on an atom (eV/A) |
| --- | --- |
| 1 | 3.86 |
| 2 | 0.39 |
| 3 | 0.11 |
| 4 | 1.24 |